20
Properties=species:S:1:pos:R:3:forces:R:3 method="wB97M-V/def2-TZVPD" energy_ev=-91092.054 orbital_gap_ha=0.3838 largest_force_ev_per_a=0.44 homo_energy_ev=-9.8
O 1.8295 1.3168 1.0291 -0.14 -0.03 0.00
C 2.6297 0.5763 0.1223 0.11 -0.02 -0.06
C 1.8529 -0.1553 -0.9563 0.21 0.11 0.08
O 1.3249 -1.4088 -0.5507 -0.40 -0.10 -0.17
C 0.2628 -1.3875 0.3520 0.17 0.02 0.29
O -0.5645 -0.2678 0.1181 -0.10 -0.09 -0.29
C -1.8591 -0.3686 0.6746 -0.04 0.07 0.19
Si -2.9742 0.8115 -0.2460 0.05 0.07 -0.21
F -2.2141 2.2074 -0.4220 -0.06 -0.08 0.08
Br -3.3870 0.0311 -2.2714 0.02 0.03 0.10
H 1.0180 1.5806 0.5780 0.07 -0.05 0.05
H 3.3575 1.2303 -0.3766 -0.07 0.06 0.07
H 3.1893 -0.1506 0.7174 0.03 0.03 -0.07
H 2.5295 -0.3828 -1.7817 -0.03 -0.10 0.07
H 1.0573 0.4837 -1.3509 0.04 0.01 -0.02
H 0.6370 -1.3613 1.3882 -0.06 0.13 -0.05
H -0.3153 -2.3055 0.1969 0.10 0.00 -0.04
H -1.8617 -0.1080 1.7441 0.06 -0.09 -0.02
H -2.2679 -1.3847 0.5827 0.04 0.02 0.01
H -4.2447 1.0430 0.4522 0.00 0.01 -0.01

17
Properties=species:S:1:pos:R:3:forces:R:3 method="wB97M-V/def2-TZVPD" energy_ev=-77326.292 charge=+1 orbital_gap_ha=0.3559 largest_force_ev_per_a=0.41 homo_energy_ev=-13.1
C -1.2197 1.4080 -0.2646 0.03 0.06 -0.30
C 1.1790 -1.8713 0.6529 0.16 -0.05 0.16
C 0.6354 -0.7346 -1.5067 0.24 0.13 0.01
C 1.2843 -0.7781 -0.3535 -0.19 0.23 0.04
N -0.2684 2.2968 -0.3117 -0.05 0.31 0.03
N -1.7383 0.9618 0.8480 -0.14 -0.07 0.38
Br 2.4469 0.6708 0.1389 -0.01 -0.37 -0.11
H 2.0096 -2.5668 0.5289 0.06 0.00 0.06
H 0.2534 -2.4272 0.5138 -0.02 -0.02 -0.04
H 1.2246 -1.4863 1.6712 -0.04 -0.03 -0.02
H 0.7956 0.0437 -2.2324 0.07 0.17 -0.12
H -1.6159 1.0288 -1.2017 0.05 0.07 0.12
H -0.0142 -1.5451 -1.7927 -0.12 -0.22 0.02
H 0.1267 2.5945 -1.1921 -0.07 -0.11 0.06
H 0.1831 2.6492 0.5247 -0.05 -0.08 -0.14
H -2.4982 0.2969 0.8437 0.11 0.06 -0.08
H -1.4214 1.2957 1.7489 -0.04 -0.08 -0.05